[1]
7 unconnected molecules or ions with the total composition C35H81N3O11. Source: the OMol25 dataset; level of theory: wB97M-V/def2-TZVPD.

```
130
Properties=species:S:1:pos:R:3:forces:R:3:lowdin_charge:R:1
C -2.525 4.316 -3.740 -1.0608 0.3858 -0.4299 -0.025
C -2.905 3.107 -2.956 -1.4684 -2.4574 1.9878 -0.454
C -2.094 2.921 -1.650 0.6855 0.7386 -0.2354 -0.031
C -4.451 3.194 -2.485 0.5065 1.0420 -1.2478 -0.097
C -5.398 2.855 -3.640 0.7613 -0.2418 0.3392 -0.188
C -4.987 1.496 -4.128 -0.9530 -1.0545 -1.5251 -0.163
C -3.582 1.313 -4.745 -0.8818 0.8383 0.3455 -0.451
C -3.326 -0.209 -5.045 1.1177 1.3717 0.2305 -0.013
C -3.494 2.144 -6.083 0.4381 -0.5545 0.5457 -0.004
N -2.689 1.823 -3.696 -0.9432 -1.2283 0.5510 -0.144
O -1.360 1.563 -4.005 0.6282 0.1814 0.2253 -0.009
H -3.322 4.439 -4.473 0.0147 0.3899 -0.1676 0.076
H -2.575 5.163 -3.055 0.5377 0.2401 -0.2964 0.101
H -1.610 4.234 -4.326 0.2920 0.1722 0.4980 0.087
H -1.109 3.336 -1.867 0.4957 -0.5689 0.2257 0.088
H -2.394 3.482 -0.765 -0.7269 0.4022 -0.3100 0.074
H -2.069 1.890 -1.298 0.1297 0.0435 -0.5417 0.055
H -4.743 2.646 -1.588 0.6463 -0.5287 -0.1141 0.119
H -4.586 4.238 -2.203 0.0513 0.2073 0.0915 0.110
H -6.439 2.726 -3.341 -0.0247 0.5062 0.2383 0.116
H -5.351 3.599 -4.435 -0.0462 0.1152 0.0144 0.100
H -5.670 1.210 -4.928 -0.1892 -0.0252 -0.3282 0.119
H -5.281 0.788 -3.353 0.8243 -0.2925 0.2672 0.108
H -3.277 -0.794 -4.127 -0.6186 -0.1795 -0.1057 0.048
H -2.319 -0.319 -5.448 0.1648 0.2086 -0.1382 0.071
H -3.968 -0.595 -5.837 -0.4491 0.0037 0.4592 0.091
H -2.646 2.829 -6.073 0.2079 -0.1220 0.0175 0.063
H -4.355 2.789 -6.263 -0.1745 -0.3273 -0.0640 0.076
H -3.324 1.433 -6.891 -0.2528 0.3166 -0.2819 0.075
H -1.067 2.251 -4.607 0.2953 0.3108 -0.4467 0.084
C -4.937 -1.897 -1.970 -0.1366 2.1806 -0.5639 -0.070
C -3.705 -2.457 -1.366 -0.0785 -3.9946 -0.9473 -0.479
C -3.925 -2.611 0.141 1.9076 0.1372 -0.3271 -0.018
C -3.702 -3.934 -2.047 2.4323 0.6806 -0.0273 -0.090
C -2.299 -4.603 -1.812 -1.1760 0.9973 1.0931 -0.173
C -1.200 -3.737 -2.356 0.4788 -0.2289 0.1735 -0.160
C -1.121 -2.287 -1.871 -0.6493 0.0105 -1.0535 -0.486
C -0.365 -2.192 -0.569 -0.1820 -0.7636 1.3931 -0.023
C -0.319 -1.553 -2.954 -0.3190 0.8783 0.4908 -0.023
N -2.492 -1.724 -1.842 -0.8796 -4.9478 -0.4808 -0.121
O -2.544 -0.442 -1.510 0.2482 3.0086 0.5796 -0.026
H -4.776 -1.786 -3.042 -0.3337 -0.1200 -0.1013 0.071
H -5.865 -2.432 -1.766 0.2904 -0.1669 0.1193 0.098
H -5.010 -0.885 -1.573 -0.5770 0.2736 -0.0276 0.080
H -3.717 -1.610 0.520 -0.5934 -0.1410 0.7397 0.075
H -4.844 -3.096 0.469 -0.2986 0.6141 -0.3462 0.097
H -3.144 -3.261 0.535 0.1435 0.1729 0.2334 0.058
H -4.579 -4.499 -1.732 0.2037 -0.0302 0.2100 0.111
H -3.732 -3.796 -3.128 -0.4682 0.1730 -0.1649 0.104
H -2.159 -4.560 -0.732 0.0476 -0.7224 0.2610 0.092
H -2.099 -5.607 -2.186 -0.6696 -0.1403 0.1119 0.111
H -1.183 -3.810 -3.444 -0.0316 0.2877 -0.1166 0.120
H -0.281 -4.185 -1.978 0.3033 -0.1427 -0.4074 0.115
H 0.530 -2.813 -0.535 0.4813 0.3746 -0.6583 0.073
H -0.918 -2.707 0.216 -0.5419 0.2822 0.2363 0.075
H -0.144 -1.188 -0.207 -0.0417 0.0359 -0.2434 0.081
H 0.667 -2.017 -2.991 0.0280 0.1573 -0.3284 0.094
H -0.234 -0.498 -2.695 0.4384 0.0793 0.2586 0.073
H -0.822 -1.499 -3.919 0.0445 -0.6500 -0.0867 0.076
H -2.533 -0.097 -2.406 -0.1989 1.8406 0.0727 0.072
C 2.179 -2.840 2.351 -0.5885 -0.5261 0.7191 -0.047
C 3.619 -2.835 1.838 -1.4658 -1.0344 0.8909 -0.538
C 3.853 -4.151 1.133 0.5759 -0.9556 -0.9062 -0.030
C 3.688 -1.750 0.820 2.6161 1.7617 -1.3492 -0.117
C 5.210 -1.355 0.521 -1.4464 -1.0382 -1.6074 -0.172
C 5.859 -0.917 1.761 -0.9947 0.2306 1.8375 -0.185
C 5.909 -2.029 2.863 0.0679 -0.0489 -0.9326 -0.417
C 7.014 -3.069 2.391 -0.9869 -0.0061 -0.4613 -0.015
C 6.342 -1.266 4.134 -1.2008 -1.0131 0.3291 -0.044
N 4.471 -2.558 3.004 1.7483 1.9902 0.1745 -0.082
O 4.330 -3.471 4.076 0.4133 -0.5614 -0.7285 -0.011
H 1.955 -3.698 2.984 0.4793 0.0337 0.5690 0.086
H 1.391 -3.008 1.617 0.3754 0.5957 -0.6996 0.062
H 2.006 -1.917 2.905 -0.2475 -0.0106 0.0321 0.086
H 4.784 -4.151 0.566 0.1848 0.0091 0.1146 0.067
H 3.095 -4.317 0.367 -0.2749 0.1616 0.0234 0.083
H 3.848 -5.061 1.732 0.0326 0.3026 0.4848 0.092
H 3.203 -2.022 -0.117 0.0802 -0.5122 0.0382 0.118
H 3.226 -0.785 1.029 -0.2926 -0.1249 0.9155 0.110
H 5.173 -0.552 -0.215 0.1929 0.0030 -0.1167 0.113
H 5.717 -2.209 0.070 0.0736 -0.0045 -0.2158 0.098
H 5.141 -0.172 2.103 0.0407 0.3463 0.6831 0.104
H 6.798 -0.366 1.726 0.2620 -0.4696 -0.4414 0.122
H 6.658 -3.654 1.543 -0.5459 -0.1981 0.1788 0.051
H 7.849 -2.587 1.882 0.3081 0.4799 0.6898 0.078
H 7.364 -3.802 3.118 -0.0690 0.3404 0.2699 0.078
H 7.270 -0.719 3.965 -0.0320 -0.1715 0.1873 0.086
H 5.535 -0.606 4.450 0.0087 0.5629 -0.5054 0.071
H 6.361 -1.919 5.007 0.7911 -0.3243 -0.0958 0.073
H 3.896 -2.981 4.778 -0.1298 0.2496 -0.0579 0.098
O 5.357 4.043 4.602 -1.0285 0.2611 -0.6608 -0.071
C 4.730 2.846 4.094 -0.5817 -0.0287 0.6354 -0.217
C 3.403 3.082 3.304 1.7482 0.3947 1.4433 -0.220
O 3.672 3.938 2.225 -0.2256 0.0494 -1.0921 -0.070
H 6.263 3.896 4.886 -0.0714 -0.3752 -0.1405 0.083
H 5.448 2.316 3.468 -0.1198 -0.1726 -0.1610 0.111
H 4.431 2.224 4.937 0.2244 -0.2993 0.1105 0.111
H 2.624 3.537 3.916 0.0315 -0.1302 0.2930 0.123
H 3.081 2.076 3.037 -0.1473 0.1469 -0.5388 0.103
H 4.475 4.414 2.447 0.1371 0.2022 0.0383 0.086
O -0.394 -1.045 4.796 0.0535 -0.1675 0.0165 -0.059
C -0.896 -2.372 4.744 -0.4256 -0.5529 -0.0835 -0.243
C -1.301 -2.673 3.314 -1.6987 0.1327 -0.4862 -0.207
O -2.566 -2.073 2.899 1.1606 -0.2354 0.8004 -0.083
H -0.177 -0.826 5.705 0.0196 0.0288 0.0606 0.090
H -0.213 -3.144 5.098 0.9081 0.1489 -0.3209 0.109
H -1.713 -2.546 5.443 -0.6316 0.4891 -0.2151 0.117
H -1.535 -3.726 3.156 0.5237 -0.2175 0.3612 0.123
H -0.522 -2.376 2.611 0.1725 0.0444 0.1207 0.083
H -2.365 -1.162 2.671 -0.0738 0.4545 -0.2799 0.040
O -0.155 6.601 -0.660 0.0824 -0.0765 -0.7773 -0.081
C -0.587 5.893 0.486 1.0155 0.5006 -0.3112 -0.231
C 0.589 5.174 1.198 -0.0420 0.2552 -0.6292 -0.204
O 1.745 6.061 1.344 -1.9547 -0.5768 0.0528 -0.071
H 0.540 7.220 -0.422 0.1642 -0.0880 0.2534 0.076
H -1.116 6.631 1.089 0.0100 -0.3252 0.7007 0.115
H -1.308 5.183 0.081 0.0491 -0.2303 0.4381 0.089
H 0.881 4.293 0.627 0.1685 0.1321 -0.5820 0.106
H 0.192 4.700 2.096 0.2514 0.5675 0.7630 0.107
H 2.487 5.488 1.549 0.2596 -0.3060 0.1633 0.037
O -1.897 0.387 1.246 0.3537 0.0337 1.1543 -0.087
C -0.841 1.361 1.207 -0.4876 -1.0685 -1.2733 -0.203
C 0.482 0.962 1.948 -2.3459 1.6838 -0.8752 -0.216
O 0.430 1.472 3.250 0.9685 0.4356 0.7995 -0.079
H -2.236 0.173 0.373 0.1852 0.0431 -0.5250 0.037
H -0.643 1.600 0.161 0.5097 -0.5448 -0.2759 0.089
H -1.273 2.321 1.491 0.3836 0.0991 1.0648 0.116
H 1.145 1.593 1.356 0.9119 -0.2405 0.4755 0.107
H 0.758 -0.092 1.906 -0.2242 -0.0754 -0.1825 0.098
H -0.371 1.231 3.722 -0.0900 -0.4892 -0.2514 0.078
```
Positions in Å, forces in eV/Å.

The structure (SMILES) is CC1(C)CCCC(C)(C)N1O.CC1(C)CCCC(C)(C)N1O.CC1(C)CCCC(C)(C)N1O.OCCO.OCCO.OCCO.OCCO. The calculation puts the total energy at -64593.47889 eV.

---

[2]
A gas-phase ion, C2H7N2S2 (charge +1). Source: the OMol25 dataset; level of theory: wB97M-V/def2-TZVPD.

```
13
Properties=species:S:1:pos:R:3:forces:R:3:lowdin_charge:R:1
C -1.383 0.463 0.019 -1.1291 -2.4310 -0.5036 -0.881
C 0.148 0.302 0.015 0.6981 -0.9021 -1.5239 -0.333
N -1.191 -2.248 -0.128 -0.7903 0.0156 0.9514 -0.274
N 0.695 1.620 0.044 3.7345 2.6592 0.3489 -0.105
S -2.180 1.936 -0.039 0.8107 -0.4615 0.1418 0.958
S -2.420 -0.970 0.061 2.2473 -0.2596 -0.4398 0.942
H 0.578 -0.421 -0.845 -1.5553 1.5536 1.6981 0.179
H 0.467 -0.203 0.959 -0.5680 0.2096 -0.6727 0.141
H -1.083 -2.749 0.769 -0.0669 0.7129 -0.2942 0.055
H -1.452 -3.023 -0.760 -0.3623 1.0892 -0.1379 0.063
H -0.929 2.538 0.041 -0.1171 -0.0345 0.1824 -0.051
H 1.063 2.225 -0.805 -1.1472 -2.5495 1.7734 0.168
H 1.502 1.623 0.754 -1.7545 0.3981 -1.5239 0.138
```
Positions in Å, forces in eV/Å.

The charge is +1. The calculation puts the total energy at -26829.73229 eV.

---

[3]
A molecular structure, H6O3Sn. Source: the OMol25 dataset; level of theory: wB97M-V/def2-TZVPD.

```
10
Properties=species:S:1:pos:R:3:forces:R:3:lowdin_charge:R:1
Sn -0.680 -0.128 -0.110 -0.3603 0.0030 -1.5084 1.847
O 0.957 -0.999 -1.330 0.0096 -0.8695 -0.3322 -0.142
H 1.423 -0.838 -2.150 0.0788 -0.2304 -1.0523 0.122
H 1.647 -1.058 -0.669 0.8323 -0.4784 0.2700 0.077
O 1.204 1.036 -0.105 0.3884 0.8647 0.9237 -0.142
H 1.719 1.291 -0.870 0.3846 0.1906 -0.7256 0.114
H 1.468 1.652 0.578 0.2355 0.6529 0.7007 0.117
O -2.400 -0.343 1.207 -0.3980 -0.0048 0.6591 -0.177
H -2.035 -0.033 2.036 -0.1300 0.2426 1.0990 0.064
H -3.303 -0.579 1.415 -1.0407 -0.3707 -0.0340 0.120
```
Positions in Å, forces in eV/Å.

The charge is +2. The calculation puts the total energy at -12052.18843 eV.

---

[4]
2 unconnected molecules or ions with the total composition Cl2H2NO2P. Source: the OMol25 dataset; level of theory: wB97M-V/def2-TZVPD.

```
8
Properties=species:S:1:pos:R:3:forces:R:3:mulliken_spin:R:1
N -1.037 -0.322 -1.106 -5.5761 2.2934 -1.0946 0.610
O -0.296 0.175 0.542 4.0019 0.7794 4.3270 0.602
O -0.369 -0.970 -1.871 2.5336 -2.5173 -2.8942 0.545
P 1.283 0.129 0.509 -1.7418 -0.4208 0.9241 0.179
Cl 1.588 1.939 1.283 0.7516 1.3272 0.2917 0.063
Cl 1.740 -1.013 2.174 0.0899 -0.1464 -0.3249 0.080
H -1.180 0.668 -1.065 1.0103 1.0939 -1.5302 -0.032
H -1.729 -0.608 -0.466 -1.0694 -2.4094 0.3013 -0.046
```
Positions in Å, forces in eV/Å.

As for the multiplicity: 3. The calculation puts the total energy at -39946.54545 eV.

---

[5]
A molecular structure, C42H50GeN3O4PtSi. Source: the OMol25 dataset; level of theory: wB97M-V/def2-TZVPD.

```
102
Properties=species:S:1:pos:R:3:forces:R:3:lowdin_charge:R:1
Pt -0.258 0.445 0.731 1.0525 0.0766 1.0060 1.065
C 3.707 -2.260 1.257 -0.0016 -0.0202 -0.0301 0.005
N 2.439 -2.957 1.454 0.0204 -0.0221 -0.0151 -0.107
C 2.478 -4.316 1.970 0.0326 0.0445 0.0053 -0.020
C 1.319 -2.278 1.205 0.2849 -0.2114 0.2612 -0.406
O 1.387 -1.127 0.763 -0.3727 0.0218 -0.3955 -0.086
C -0.002 -2.916 1.565 -0.1464 -0.0267 0.0315 -0.107
O -1.033 -2.043 1.173 0.0758 -0.2452 -0.2655 -0.191
C -2.190 -2.109 1.959 -0.0411 0.1122 0.1309 -0.113
C -1.928 -1.503 3.345 -0.1347 -0.0464 -0.0111 -0.432
O -0.883 -0.904 3.549 0.1431 0.0253 0.0327 0.040
N -2.893 -1.673 4.271 -0.0171 0.0391 -0.0416 -0.138
C -2.712 -1.138 5.612 0.0067 -0.0013 0.0014 -0.021
C -4.134 -2.380 3.993 0.0064 0.0074 0.0029 -0.038
H 4.505 -2.868 1.676 -0.0096 -0.0095 -0.0104 0.097
H 3.894 -2.092 0.195 -0.0040 -0.0070 0.0664 0.076
H 3.687 -1.294 1.757 -0.0043 0.0210 -0.0036 0.093
H 2.656 -4.324 3.048 -0.0037 -0.0097 0.0003 0.104
H 1.557 -4.846 1.755 -0.0445 -0.0099 -0.0022 0.082
H 3.286 -4.855 1.479 -0.0058 -0.0007 -0.0029 0.096
H -0.125 -3.878 1.062 0.0489 -0.0415 -0.0372 0.127
H 0.015 -3.072 2.649 -0.1094 -0.0066 -0.0219 0.149
H -2.935 -1.498 1.447 -0.0575 -0.0063 0.0111 0.137
H -2.574 -3.132 2.027 0.0300 -0.0303 0.0162 0.135
H -1.711 -0.727 5.692 0.0052 0.0057 0.0044 0.086
H -3.441 -0.351 5.810 -0.0048 -0.0005 0.0003 0.097
H -2.840 -1.931 6.350 0.0030 -0.0022 -0.0004 0.096
H -4.553 -2.094 3.029 0.0065 -0.0052 -0.0119 0.089
H -4.007 -3.465 4.020 0.0016 0.0011 0.0070 0.098
H -4.862 -2.108 4.754 0.0061 0.0110 -0.0004 0.094
C -0.031 3.118 4.352 -0.0361 -0.0269 -0.0231 -0.155
Si 0.796 2.644 2.736 0.2910 -0.0060 0.0135 0.400
C 2.016 3.968 2.210 0.0122 0.0182 0.0375 -0.153
C 1.804 1.079 2.957 -0.0816 0.0559 -0.1095 -0.184
N -0.443 2.311 1.538 -0.8179 -0.2209 -0.9032 -0.196
C -1.445 3.210 1.266 0.3831 0.3218 0.1667 -0.304
C -1.377 4.573 1.634 0.0958 0.0454 0.1055 -0.028
C -2.343 5.495 1.283 -0.0095 -0.0196 0.0221 -0.073
C -3.450 5.121 0.529 0.0127 -0.0298 -0.0070 -0.084
C -3.569 3.793 0.168 -0.0239 0.0438 0.0715 -0.012
C -2.593 2.890 0.551 0.0778 -0.0141 -0.0487 -0.194
O -2.799 1.529 0.219 -1.0160 -0.0692 0.0789 0.010
C -2.846 1.303 -1.074 0.5965 -0.2436 -0.2190 -0.266
C -1.587 1.440 -1.816 -0.2940 0.0462 -0.1734 -0.207
C -1.742 1.329 -3.269 0.0891 -0.0044 0.0640 0.001
C -2.892 0.891 -3.834 0.0100 -0.0953 -0.0930 -0.038
C -4.011 0.595 -3.019 0.0238 0.0203 -0.0066 0.016
C -3.997 0.783 -1.657 0.0908 -0.1993 0.0904 0.028
H 0.533 2.707 5.192 0.0188 0.0140 0.0053 0.032
H -1.043 2.710 4.401 0.0026 -0.0159 0.0070 0.034
H -0.096 4.197 4.493 -0.0021 -0.0022 -0.0058 0.030
H 2.887 3.932 2.870 -0.0041 0.0035 0.0137 0.041
H 1.629 4.987 2.239 -0.0167 -0.0153 0.0002 0.027
H 2.368 3.767 1.198 -0.0103 -0.0106 0.0520 -0.002
H 2.498 1.235 3.788 -0.0228 0.0033 0.0272 0.045
H 2.393 0.870 2.061 0.0052 -0.0097 0.0103 0.018
H 1.186 0.209 3.192 0.0382 -0.0253 0.0522 0.004
H -0.518 4.912 2.196 -0.0281 0.0108 -0.0202 0.076
H -2.221 6.525 1.592 0.0030 -0.0001 -0.0018 0.110
H -4.202 5.840 0.239 -0.0020 0.0019 0.0088 0.105
H -4.428 3.443 -0.391 0.0012 -0.0204 0.0002 0.121
H -1.039 2.336 -1.524 0.1397 -0.0764 0.0481 0.144
H -0.893 1.576 -3.889 -0.0512 0.0802 -0.0118 0.114
H -2.968 0.776 -4.906 0.0108 0.0105 0.0022 0.119
H -4.921 0.244 -3.489 -0.0015 0.0050 -0.0044 0.125
H -4.867 0.595 -1.044 0.0047 0.0169 0.0244 0.134
C -0.706 0.146 -1.176 -0.2836 0.8293 -0.0299 -0.313
Ge 0.921 -0.450 -2.212 -0.0768 0.1272 0.1133 1.025
C 0.706 -0.264 -4.149 0.0247 -0.0305 -0.0075 -0.292
C -0.174 -1.087 -4.853 0.0271 -0.0339 -0.0159 -0.116
C -0.342 -0.943 -6.222 0.0147 0.0103 0.0040 -0.081
C 0.376 0.028 -6.910 -0.0014 0.0010 0.0100 -0.077
C 1.267 0.842 -6.226 0.0038 -0.0030 -0.0026 -0.073
C 1.433 0.695 -4.854 -0.0309 0.0092 -0.0066 -0.106
C 2.421 0.689 -1.705 -0.0050 -0.0581 0.0411 -0.279
C 2.152 2.022 -1.400 -0.0187 0.0253 0.0675 -0.113
C 3.173 2.912 -1.095 0.0173 -0.0272 -0.0866 -0.089
C 4.492 2.483 -1.099 -0.0052 -0.0208 -0.0043 -0.070
C 4.780 1.162 -1.411 0.0096 0.0276 0.0310 -0.073
C 3.754 0.277 -1.711 -0.0273 -0.0355 -0.0461 -0.102
C 1.039 -2.387 -1.921 -0.0120 0.0082 -0.0279 -0.259
C -0.136 -3.137 -1.848 0.0086 -0.0217 0.0061 -0.123
C -0.104 -4.522 -1.736 0.0075 0.0131 0.0391 -0.083
C 1.112 -5.186 -1.682 0.0190 0.0095 0.0148 -0.082
C 2.292 -4.458 -1.764 -0.0187 -0.0229 -0.0078 -0.077
C 2.252 -3.077 -1.893 -0.0265 0.0080 -0.0351 -0.101
H -1.440 -0.671 -1.164 0.1241 -0.0961 0.0109 0.046
H -0.731 -1.859 -4.332 0.0053 0.0052 -0.0035 0.097
H -1.023 -1.594 -6.756 -0.0022 -0.0010 -0.0026 0.106
H 0.250 0.139 -7.979 -0.0020 0.0020 -0.0007 0.106
H 1.840 1.589 -6.762 -0.0015 -0.0009 -0.0018 0.108
H 2.135 1.335 -4.332 0.0021 0.0019 0.0004 0.099
H 1.131 2.385 -1.377 0.0070 -0.0241 0.0292 0.085
H 2.936 3.940 -0.853 0.0183 0.0124 -0.0734 0.103
H 5.291 3.174 -0.865 -0.0006 0.0037 0.0051 0.109
H 5.807 0.820 -1.429 -0.0016 -0.0015 0.0089 0.107
H 4.015 -0.742 -1.962 0.0042 0.0144 -0.0340 0.080
H -1.101 -2.647 -1.881 -0.0284 0.0182 0.0024 0.093
H -1.031 -5.081 -1.697 0.0014 0.0026 0.0061 0.108
H 1.142 -6.265 -1.594 0.0019 0.0023 -0.0105 0.107
H 3.247 -4.968 -1.747 -0.0009 -0.0014 -0.0014 0.110
H 3.187 -2.542 -1.987 -0.0092 -0.0089 0.0061 0.080
```
Positions in Å, forces in eV/Å.

The charge is +1. The calculation puts the total energy at -124659.11602 eV.